Computed, not measured: a 3-piece molecular cluster, C4H6N2O3 overall, with ωB97M-V with the def2-TZVPD basis set.

Structure (ORCA input):
```
! wB97M-V def2-TZVPD RIJCOSX def2/J DEFGRID3
* xyz 0 1
O 0.710 -1.531 2.151
H -1.838 1.581 -1.157
H 0.865 0.017 3.386
H -1.912 2.972 -0.341
N -1.378 2.104 -0.402
C 0.831 -0.253 2.305
C 0.513 0.681 0.089
H -0.605 0.083 -1.350
C 0.903 0.846 1.326
C 0.335 -3.575 -1.935
O -0.335 -2.751 -2.396
H 1.141 1.781 1.758
H -0.504 2.324 -0.890
O 0.960 -4.471 -1.563
N 0.314 0.193 -0.983
*
```

Summary:
- HOMO level (eV) = -9.3
- E_LUMO (eV) = 0.46
- ΔE to the lowest compared entry with this formula, charge and spin (kJ/mol) = 274.35

Computed, not measured: one molecule with the formula C4H6N2OS, with ωB97M-V with the def2-TZVPD basis set.

Structure (ORCA input):
```
! wB97M-V def2-TZVPD RIJCOSX def2/J DEFGRID3
* xyz 0 1
C -0.951 0.928 0.554
H 0.784 -2.703 -0.205
H 1.109 -1.782 -1.703
N -0.676 -1.185 -0.740
H -1.971 0.988 0.770
H -1.561 -1.555 -0.519
N 1.276 1.449 0.469
H -0.218 -3.014 -1.617
C 0.078 1.853 0.866
C -0.269 -0.070 -0.117
S -0.114 3.361 1.743
H 1.165 3.709 1.721
O 1.036 0.238 -0.155
C 0.312 -2.217 -1.067
*
```

Summary:
- HOMO level (eV) = -8.4
- E_LUMO (eV) = 0.76
- ΔE to the lowest compared entry with this formula, charge and spin (kJ/mol) = 267.75